# CH6N3

2 unconnected molecules or ions with the total composition CH6N3 at a distorted geometry (ωB97M-V/def2-TZVPD, the OMol25 dataset).

Geometry as XYZ:
```
10
Properties=species:S:1:pos:R:3:forces:R:3:lowdin_charge:R:1
C 0.156978 -0.861069 0.029658 4.351 5.378 -0.512 0.233
N -0.595641 0.135426 -0.105880 -1.045 -0.830 1.077 -0.058
N 1.930056 0.380052 0.110093 -5.286 -1.053 0.873 0.133
N -1.934720 0.271655 -0.013089 -0.350 -0.465 -0.087 0.135
H 0.474180 -1.822681 0.039114 -0.329 -3.091 0.152 0.085
H 0.016226 0.943339 -0.026017 -0.056 1.204 -0.112 0.149
H 2.557224 -0.068844 0.727995 0.984 -0.800 0.575 0.015
H 2.228474 0.385867 -0.823202 0.908 -0.510 -1.682 0.005
H -2.484124 -0.545506 0.276757 0.419 0.736 -0.385 0.154
H -2.348652 1.181762 -0.215428 0.403 -0.569 0.098 0.149
```
Forces are in eV/Å.

Values from the calculation:
frontier orbital gap (alpha / beta): 9.7365 / 9.7317 eV
LUMO level (alpha / beta): -0.2047 / -0.2046 hartree
total energy: -5592.2477 eV
total charge: +1